1.
{"formula": "C5H9N2", "method": "ωB97M-V/def2-TZVPD", "e_lumo_ev": -3.300, "e_above_lowest_kcal_mol": 24.3, "homo_energy_ev": -14.033, "charge": 1, "mol_weight_g_mol": 97.1, "smiles": "CCc1c[nH]c[nH+]1", "spin_multiplicity": 1, "orbital_gap_ev": 10.73, "symbols": ["C", "C", "C", "C", "N", "C", "N", "H", "H", "H", "H", "H", "H", "H", "H", "H"], "positions_angstrom": [[1.1367, 2.1199, 1.1408], [0.8541, 0.6662, 1.3758], [0.0219, -0.0666, 0.3824], [-0.6794, 0.5020, -0.6404], [-0.9288, -0.4560, -1.5793], [-0.6182, -1.6476, -1.0702], [-0.0310, -1.4236, 0.0926], [1.4696, 2.6300, 2.0343], [1.9413, 2.3081, 0.4375], [0.3007, 2.7371, 0.8042], [1.7750, 0.1609, 1.5754], [0.3881, 0.4268, 2.3480], [-0.9155, 1.5384, -0.7278], [-1.3729, -0.4347, -2.4856], [-0.9686, -2.5788, -1.4671], [0.2073, -2.1093, 0.7962]], "atomic_forces_ev_per_a": [[-0.2, 1.2, -0.3], [-0.9, -1.3, 1.8], [-0.4, 0.6, -1.8], [1.0, 0.8, 0.1], [-0.9, -1.4, 0.2], [-0.1, 0.5, 0.1], [0.6, -0.1, 1.3], [0.0, -0.3, 0.5], [0.1, -0.4, -0.3], [-0.2, -0.3, 0.0], [0.9, -0.6, -0.6], [-0.2, 0.9, 0.0], [0.0, 0.3, -0.5], [-0.2, 0.7, 0.1], [0.4, -0.3, -0.1], [0.2, -0.3, -0.4]]}

***

2.
{"formula": "C5H10FN3", "method": "ωB97M-V/def2-TZVPD", "e_lumo_ev": 0.247, "e_above_lowest_kcal_mol": 0.0, "homo_energy_ev": -6.949, "mol_weight_g_mol": 131.2, "spin_multiplicity": 1, "orbital_gap_ev": 7.20, "symbols": ["C", "C", "N", "C", "N", "C", "C", "N", "H", "H", "H", "H", "H", "H", "H", "H", "H", "H", "F"], "positions_angstrom": [[2.5097, -0.0940, -0.5852], [1.5841, 0.5111, 0.5247], [0.4998, -0.4183, 0.9565], [-0.6697, -0.2252, 0.2912], [-1.1152, 0.7854, -0.4471], [-2.3868, 0.4530, -0.9341], [-2.7089, -0.7573, -0.4386], [-1.6161, -1.1850, 0.3319], [2.4745, 0.4689, -1.5354], [3.5530, -0.0277, -0.2350], [2.2993, -1.1534, -0.8153], [1.1631, 1.4761, 0.2309], [2.2172, 0.6940, 1.4017], [0.8071, -1.3540, 0.6774], [-0.5954, 1.6359, -0.6015], [-3.0163, 1.0480, -1.5913], [-3.6328, -1.3102, -0.5844], [-1.5758, -2.0576, 0.8356], [0.2092, 1.5102, 2.5180]], "atomic_forces_ev_per_a": [[0.0, 0.3, 0.0], [1.0, -0.3, 0.4], [0.5, 0.3, -2.4], [0.7, -1.1, 1.6], [-0.4, -0.1, -0.3], [-0.6, -0.2, 0.0], [0.2, 0.2, -0.1], [-1.2, 0.5, -0.9], [-0.2, -0.3, 0.4], [-0.4, -0.2, -0.2], [0.0, 0.4, 0.1], [0.2, -0.3, 0.4], [-0.7, 0.2, -0.1], [-0.1, 0.0, 0.6], [-0.2, 0.0, 0.2], [0.6, 0.1, 0.4], [0.5, 0.0, 0.2], [0.2, 0.3, 0.1], [-0.2, 0.2, -0.4]]}

***

3.
{"formula": "C44H55N7O5SSb2Tl", "method": "ωB97M-V/def2-TZVPD", "e_lumo_ev": -3.185, "e_above_lowest_kcal_mol": 29.4, "homo_energy_ev": -10.107, "charge": 1, "mol_weight_g_mol": 1241.9, "spin_multiplicity": 1, "orbital_gap_ev": 6.92, "symbols": ["Tl", "C", "Sb", "C", "C", "C", "C", "C", "C", "C", "C", "C", "Sb", "C", "C", "H", "H", "H", "H", "H", "H", "H", "H", "H", "H", "H", "H", "H", "H", "H", "H", "H", "H", "H", "H", "C", "O", "C", "C", "C", "C", "C", "C", "N", "C", "N", "C", "C", "C", "C", "C", "C", "O", "C", "N", "C", "C", "C", "C", "C", "C", "O", "C", "H", "H", "H", "H", "H", "H", "H", "H", "H", "H", "H", "H", "H", "H", "H", "H", "H", "H", "H", "H", "H", "H", "C", "C", "N", "O", "C", "C", "N", "O", "H", "H", "H", "H", "H", "H", "H", "N", "C", "S", "C", "C", "C", "N", "C", "C", "H", "H", "H", "H", "H", "H"], "positions_angstrom": [[-0.8766, 0.3330, 0.7324], [1.1665, -2.5599, -2.4906], [0.9790, -2.0669, -0.3988], [0.5014, -4.1029, 0.1468], [3.1317, -2.2032, -0.0108], [3.5410, -2.3970, 1.4126], [3.5406, -3.6952, 1.9316], [3.9922, -3.9718, 3.2089], [4.4845, -2.9383, 3.9928], [4.4806, -1.6471, 3.5003], [3.9931, -1.3430, 2.2254], [3.9397, 0.0832, 1.7989], [1.9320, 0.8777, 2.2255], [2.4556, 2.9162, 2.6810], [1.9409, 0.2312, 4.2789], [1.8162, -3.4297, -2.5770], [1.5956, -1.7278, -3.0473], [0.1855, -2.8001, -2.8983], [1.3044, -4.7428, -0.2151], [-0.4323, -4.3897, -0.3360], [0.4027, -4.2304, 1.2240], [3.5748, -1.3186, -0.4638], [3.4118, -3.0775, -0.5993], [3.2036, -4.5104, 1.3011], [3.9895, -4.9888, 3.5784], [4.8751, -3.1389, 4.9819], [4.8758, -0.8428, 4.1091], [4.1309, 0.2417, 0.7408], [4.6198, 0.7047, 2.3802], [3.0073, 2.9439, 3.6193], [1.5377, 3.4959, 2.7790], [3.0602, 3.3332, 1.8798], [2.9059, 0.5020, 4.7041], [1.8075, -0.8470, 4.3409], [1.1462, 0.7358, 4.8258], [-0.4793, -0.6792, -4.9613], [0.0127, 0.2797, -4.0344], [1.1142, 0.9945, -4.4280], [2.1260, 0.4694, -5.2147], [3.2215, 1.2506, -5.5597], [3.3008, 2.5627, -5.1280], [2.2924, 3.0901, -4.3363], [1.2006, 2.3168, -3.9725], [0.1316, 2.8730, -3.2389], [-0.4595, 2.1945, -2.1462], [-1.8021, 2.1846, -2.2554], [-2.8471, 1.8632, -1.3782], [-2.7553, 1.1520, -0.1971], [-3.8776, 0.9288, 0.5877], [-5.1159, 1.3908, 0.1787], [-5.2359, 2.0757, -1.0225], [-4.1183, 2.3173, -1.7927], [-4.1657, 2.9621, -3.0020], [-4.7880, 4.2463, -3.0049], [0.2104, 1.6801, -1.1691], [1.6168, 1.9140, -1.1490], [2.4467, 0.8624, -1.5453], [3.8175, 0.9920, -1.6380], [4.4010, 2.2118, -1.3215], [3.6014, 3.2644, -0.9279], [2.2104, 3.1440, -0.8267], [1.6038, 4.3071, -0.4810], [0.2641, 4.3895, -0.0032], [-1.4750, -0.9526, -4.6172], [0.1456, -1.5746, -4.9951], [-0.5464, -0.2530, -5.9644], [2.0588, -0.5468, -5.5812], [4.0028, 0.8276, -6.1767], [4.1423, 3.1807, -5.4105], [2.3420, 4.1186, -3.9963], [0.1667, 3.8785, -3.1528], [-2.1434, 2.5772, -3.1206], [-3.7928, 0.3906, 1.5249], [-5.9908, 1.2146, 0.7908], [-6.2076, 2.4164, -1.3550], [-4.8080, 4.5718, -4.0412], [-4.2095, 4.9544, -2.4059], [-5.8065, 4.2057, -2.6192], [1.9594, -0.0551, -1.8504], [4.4201, 0.1615, -1.9848], [5.4736, 2.3399, -1.3819], [4.0279, 4.2340, -0.7030], [-0.4436, 4.4905, -0.8325], [0.2191, 5.2911, 0.6031], [-0.0247, 3.5512, 0.6206], [-1.6086, -1.1976, 5.2711], [-1.2946, -0.4557, 4.0092], [-0.8541, -1.0957, 2.9811], [-0.7583, -2.4660, 3.2332], [-1.4653, 0.9954, 3.8921], [-1.7462, 1.9369, 5.0250], [-1.3495, 1.4948, 2.6970], [-1.4587, 2.7292, 2.4430], [-0.7508, -1.8094, 5.5525], [-2.4378, -1.8842, 5.0907], [-1.8717, -0.5424, 6.0924], [-0.2987, -2.8098, 2.4600], [-1.9244, 1.4404, 5.9726], [-2.6128, 2.5489, 4.7679], [-0.9032, 2.6235, 5.1351], [-5.7940, -5.6167, 0.3843], [-5.0858, -5.0450, -0.5992], [-5.2732, -5.5301, -2.1638], [-4.1276, -3.9714, -0.2135], [-3.4657, -3.2298, -1.1923], [-2.5813, -2.2425, -0.8134], [-2.3111, -1.9456, 0.4599], [-2.9443, -2.6396, 1.3995], [-3.8445, -3.6534, 1.1139], [-6.4463, -6.3408, 0.1357], [-5.7263, -5.3397, 1.3473], [-3.6498, -3.4317, -2.2369], [-2.0628, -1.6456, -1.5599], [-2.7195, -2.3813, 2.4266], [-4.2909, -4.1839, 1.9436]], "atomic_forces_ev_per_a": [[-0.4, 0.3, -0.2], [-0.1, 0.2, 0.2], [0.3, -0.4, -0.1], [-0.1, 0.3, 0.0], [-0.4, 0.1, 0.0], [0.1, 0.0, 0.1], [0.0, 0.0, 0.0], [0.0, 0.0, 0.0], [0.0, 0.0, 0.1], [0.0, 0.0, -0.1], [0.1, -0.2, 0.1], [-0.4, 0.1, -0.1], [0.4, 0.2, 0.2], [-0.2, -0.2, -0.1], [-0.1, 0.0, -0.2], [0.0, 0.0, 0.1], [0.0, 0.0, 0.0], [0.0, 0.0, 0.0], [0.0, 0.0, 0.0], [0.0, 0.0, 0.0], [0.0, -0.1, 0.0], [0.0, -0.1, 0.0], [0.0, 0.0, 0.0], [0.0, 0.0, 0.0], [0.0, 0.0, 0.0], [0.0, 0.0, 0.0], [0.0, 0.0, 0.0], [0.0, 0.0, 0.0], [0.0, 0.0, 0.0], [0.0, -0.1, 0.0], [0.0, 0.0, 0.0], [0.0, 0.0, 0.0], [0.0, 0.0, 0.0], [0.0, 0.0, 0.0], [0.0, 0.0, 0.0], [0.0, -0.1, -0.1], [0.0, 0.1, 0.0], [0.1, 0.1, 0.0], [0.0, -0.1, 0.0], [0.0, 0.0, 0.0], [0.0, 0.0, 0.0], [0.0, 0.0, 0.1], [0.0, -0.1, -0.1], [0.0, -0.1, -0.1], [0.1, 0.1, 0.0], [-0.1, 0.1, -0.1], [-0.2, 0.0, 0.2], [0.9, -0.5, 0.4], [-0.2, 0.1, -0.1], [0.0, -0.1, 0.1], [-0.1, 0.0, 0.0], [0.2, 0.0, 0.1], [0.0, 0.0, 0.0], [0.0, 0.1, 0.0], [0.1, -0.1, 0.1], [-0.1, 0.1, -0.1], [0.0, 0.1, 0.1], [0.0, -0.1, -0.1], [0.0, 0.0, 0.0], [0.0, 0.0, 0.1], [0.1, -0.1, 0.0], [-0.1, 0.0, -0.1], [-0.1, 0.0, 0.0], [0.0, 0.0, 0.0], [0.0, 0.0, 0.0], [0.0, 0.0, 0.0], [0.0, 0.0, 0.0], [0.0, 0.0, 0.0], [0.0, 0.0, 0.0], [0.0, 0.0, 0.0], [-0.1, 0.0, 0.1], [0.1, 0.0, -0.1], [0.0, 0.0, 0.0], [0.0, 0.0, 0.0], [0.0, 0.0, 0.0], [0.0, 0.0, 0.0], [0.0, 0.0, 0.0], [0.0, 0.0, 0.0], [0.0, 0.1, -0.1], [0.0, 0.0, 0.0], [0.0, 0.0, 0.0], [0.0, 0.0, 0.0], [0.0, 0.0, 0.1], [0.0, 0.0, -0.1], [0.0, -0.2, 0.1], [0.1, 0.0, 0.0], [0.0, 0.0, -0.1], [0.1, 0.3, 0.1], [0.3, -0.2, 0.2], [-0.1, 0.1, 0.3], [0.0, -0.1, -0.2], [0.0, -0.2, -0.5], [0.1, 0.2, 0.2], [0.0, 0.0, 0.0], [0.0, 0.0, 0.0], [0.0, 0.0, 0.0], [0.0, 0.0, -0.1], [0.0, 0.0, 0.0], [0.0, 0.0, 0.0], [0.0, 0.1, 0.1], [0.1, 0.1, 0.2], [-0.3, -0.4, -0.5], [0.1, 0.1, 0.1], [0.3, 0.3, 0.3], [-0.1, 0.0, 0.0], [0.0, 0.0, 0.1], [-0.1, -0.1, 0.0], [-0.2, 0.1, 0.1], [-0.1, -0.1, -0.2], [0.0, 0.0, 0.0], [0.0, 0.0, 0.0], [0.0, 0.0, 0.0], [0.0, 0.0, 0.0], [-0.2, -0.1, -0.2], [0.0, 0.0, 0.0]]}